The following is a quantum chemistry calculation of a structure of composition C35H38ClNOsP in a non-equilibrium geometry, from the OMol25 dataset.

## Properties
Highest occupied orbital energy (spin up / spin down)   -10.1 / -10.2 eV
Spin multiplicity   5
Frontier orbital gap (spin up / spin down)   7.42 / 4.83 eV
⟨S²⟩   6.05
Calculated total energy   -62669.830 eV
Charge   +1

Each line ends with the Löwdin charge.
Element x y z (Å)
C 1.288 1.041 3.129  -0.273
C 2.180 1.217 2.012  -0.166
C 1.808 2.401 1.308  -0.143
H 3.042 0.601 1.833  0.109
C 0.693 3.014 1.977  -0.236
C 0.353 2.217 3.121  -0.266
H -0.325 2.593 3.892  0.108
H 1.508 0.311 3.896  0.104
H 2.318 2.792 0.433  0.126
H 0.214 3.942 1.712  0.116
Os -0.002 0.972 1.563  1.269
Cl -1.201 2.067 -0.042  0.090
P 1.680 0.462 -2.218  1.054
C 2.477 1.805 -3.176  -0.398
C 3.729 1.688 -3.799  -0.081
H 4.293 0.762 -3.723  0.103
C 4.248 2.763 -4.521  -0.077
H 5.219 2.655 -5.005  0.108
C 3.538 3.957 -4.625  -0.079
H 3.950 4.791 -5.192  0.106
C 2.291 4.081 -3.996  -0.083
H 1.733 5.010 -4.082  0.104
C 1.769 3.022 -3.261  -0.114
H 0.808 3.117 -2.753  0.092
C 3.045 -0.755 -2.110  -0.394
C 3.961 -0.585 -1.051  -0.118
H 3.830 0.244 -0.355  0.077
C 5.032 -1.462 -0.910  -0.085
H 5.744 -1.318 -0.100  0.103
C 5.196 -2.527 -1.805  -0.079
H 6.035 -3.212 -1.692  0.106
C 4.282 -2.705 -2.842  -0.074
H 4.398 -3.529 -3.545  0.109
C 3.205 -1.831 -2.997  -0.077
H 2.495 -1.982 -3.806  0.104
C 0.608 -0.304 -3.493  -0.388
C 0.671 0.008 -4.860  -0.076
H 1.382 0.748 -5.219  0.104
C -0.176 -0.638 -5.760  -0.074
H -0.108 -0.392 -6.820  0.109
C -1.096 -1.586 -5.318  -0.077
H -1.752 -2.087 -6.028  0.106
C -1.171 -1.894 -3.952  -0.091
H -1.882 -2.640 -3.601  0.101
C -0.336 -1.253 -3.043  -0.121
H -0.395 -1.488 -1.979  0.091
C -5.629 -2.309 3.411  -0.030
C -4.578 -1.744 2.504  -0.235
C -4.723 -1.678 1.128  0.015
C -3.736 -1.165 0.302  -0.231
C -4.067 -1.146 -1.168  -0.037
C -2.521 -0.718 0.872  -0.022
C -2.380 -0.641 2.285  -0.248
C -3.393 -1.260 3.050  -0.027
N -1.312 0.039 2.924  -0.017
C -1.334 -0.040 4.419  -0.539
C -2.576 0.753 4.854  -0.032
C -1.124 -1.519 4.775  -0.037
C -0.308 0.576 5.412  -0.091
H -6.572 -1.748 3.336  0.095
H -5.850 -3.357 3.163  0.095
H -5.308 -2.275 4.456  0.082
H -5.662 -2.066 0.692  0.148
H -4.300 -2.164 -1.533  0.095
H -4.980 -0.555 -1.361  0.098
H -3.264 -0.734 -1.780  0.067
H -1.633 -0.385 0.284  0.011
H -3.334 -1.348 4.139  0.101
H -3.428 0.676 4.187  0.078
H -2.872 0.480 5.867  0.109
H -2.300 1.809 4.802  0.089
H -0.063 -1.727 4.609  0.094
H -1.389 -1.703 5.819  0.110
H -1.644 -2.232 4.142  0.075
H 0.657 0.059 5.438  0.076
H -0.207 1.667 5.379  0.075
H -0.747 0.364 6.397  0.105